Computed, not measured: a structure of composition F18K5P3 in a non-equilibrium geometry, with the ωB97M-V functional and the def2-TZVPD basis.

Structure (XYZ):
```
26
Properties=species:S:1:pos:R:3:forces:R:3:mulliken_charge:R:1
K -2.93191 1.21606 1.71931 -2.5275 1.8529 1.7894 1.13
K -3.20879 -0.63490 -3.11163 -5.8927 -0.7302 -5.8280 1.07
K 1.18018 0.26147 0.43945 1.5834 5.1459 6.8158 0.99
K -0.15844 -3.23125 -1.46324 -3.0305 -5.3804 -1.1162 1.09
K -0.62254 -2.11557 2.92669 1.4742 -2.4197 3.6278 1.07
P 2.67802 -1.55083 -1.04454 7.0121 0.5321 -1.5460 1.44
F 3.68236 -0.52663 -0.29822 -0.9524 0.7274 0.3017 -0.33
F 3.70887 -2.76014 -0.60028 -1.3791 0.6756 -1.7142 -0.33
F 2.06527 -1.77590 0.47122 -1.6782 -1.9040 -0.3204 -0.43
F 1.70672 -2.64483 -1.83514 4.5762 2.1987 0.0474 -0.47
F 1.55307 -0.36359 -1.36939 4.1527 -1.7142 -5.5504 -0.52
F 3.49421 -1.05904 -2.40574 -1.8813 -2.0194 1.0508 -0.31
P -0.33179 2.94401 1.21346 1.9529 6.0503 0.0011 1.18
F 0.00985 2.45335 -0.32162 1.9695 1.9941 0.3050 -0.33
F -0.78747 1.48692 1.50417 1.7633 0.3458 6.4573 -0.42
F 1.17482 2.66818 1.66203 0.5523 -2.7891 0.6508 -0.35
F -0.85765 3.21889 2.75705 -0.2999 0.1443 -0.9887 -0.38
F 0.26043 4.42282 1.16743 -2.0443 0.6242 -1.4279 -0.30
F -1.76543 3.33894 0.48699 -0.2105 -0.2106 1.7205 -0.40
P -1.56236 -0.74655 -0.25068 0.1636 0.8191 -1.7485 1.23
F -1.84305 -0.38799 -1.83306 4.5311 0.3778 5.5458 -0.46
F -3.17466 -0.40628 0.14874 2.2246 -1.0453 -1.5585 -0.49
F -2.02451 -2.30953 -0.49639 -1.0187 1.5313 1.0791 -0.51
F -1.22214 -0.98308 1.33760 -1.4744 0.9922 -3.1751 -0.28
F -0.06461 -1.23029 -0.73464 -4.6268 0.1835 2.3039 -0.54
F -0.95844 0.71577 -0.06955 -4.9397 -5.9823 -6.7227 -0.34
```
Positions in Å, forces in eV/Å.

Output
Calculated total energy, eV: -158405.30031
Multiplicity: 1
Total charge: +2
Energy above the lowest of the compared OMol25 structures with the same formula, charge and spin, kcal/mol: 284.2